Computed, not measured: a structure of composition C34H54F6N2O2PTi at a distorted geometry, with ωB97M-V with the def2-TZVPD basis set.

Values from the calculation:
- Highest occupied orbital energy (alpha / beta): -4.86 / -6.99 eV
- ΔE to the lowest compared entry with this formula, charge and spin: 1.244 eV
- HOMO-LUMO gap (alpha / beta): 0.185 / 0.147 Eh
- Spin multiplicity: 4
- Total charge: 0
- <S²>: 3.777
- M: 715.6 g mol⁻¹

Structure (XYZ):
```
100
Properties=species:S:1:pos:R:3:forces:R:3
Ti 0.01110 -0.47460 0.24070 2.4 -0.2 1.3
P -0.01780 -3.34770 0.34160 0.5 -1.4 0.5
F 1.17670 -4.16540 -0.31880 -0.3 0.2 0.1
F -1.18100 -2.38270 1.01130 0.2 -0.2 -0.3
F 0.12260 -4.11160 1.74870 -0.1 0.1 -0.4
F 1.08680 -2.21950 0.91040 -0.3 -0.7 -0.2
F -0.16030 -2.42230 -1.02670 0.0 -0.3 0.4
F -1.12570 -4.35820 -0.18490 0.2 0.2 0.0
O -1.72320 -0.28760 -0.38870 -4.6 1.2 -2.8
O 1.81610 -0.14980 -0.35250 1.0 -0.7 0.2
N -0.17410 0.12720 2.34640 0.0 0.2 0.8
N -0.03490 1.73470 -0.02720 -0.5 0.8 -0.1
C 3.92800 4.96130 -3.65320 0.1 -0.3 0.0
C 4.00870 1.19540 -2.89280 -0.2 0.8 0.0
C -2.65680 2.36580 -2.64090 0.5 -0.1 0.5
C 3.70290 2.56800 -2.82640 -0.2 -0.2 0.3
C -3.72340 -0.05640 -1.71420 -0.7 -0.5 -0.1
C 5.88140 3.42700 -3.69310 -0.2 0.1 -0.1
C -5.76460 -1.56570 -1.65800 0.3 0.2 0.0
C -4.38230 0.71250 -2.63890 0.1 -0.3 0.2
C -0.38630 1.58390 2.41140 -0.1 0.5 -0.3
C 4.35170 3.50110 -3.83120 0.1 0.1 -0.2
C 4.22460 -1.81540 -0.96750 -0.1 0.1 -0.1
C -4.33890 -1.32390 -1.15220 -0.1 -0.2 0.1
C -2.41190 0.36480 -1.24660 0.5 -0.4 1.0
C -4.39300 -1.21460 0.38170 0.2 0.1 0.0
C -1.93380 1.63650 -1.73070 0.4 0.7 -0.3
C 1.25610 2.44480 0.08680 0.5 -0.1 -0.1
C 2.36980 -1.90390 -2.67960 0.0 0.1 0.2
C -1.25200 -0.53500 3.08650 -0.2 -0.2 0.3
C -0.59170 2.16410 -1.31690 0.1 0.2 -0.2
C 1.09430 -0.23820 2.98570 0.4 -0.1 0.4
C 2.44850 0.65090 -1.12870 1.1 2.2 -1.1
C -3.47370 -2.52230 -1.55700 0.1 0.2 0.0
C -4.90330 4.14650 -3.66630 0.1 -0.2 0.1
C 3.69790 -1.24150 -2.29000 0.0 -0.2 0.0
C -3.71600 2.83780 -5.43920 0.0 -0.1 0.2
C -0.91200 2.11870 1.07840 -0.2 0.2 0.3
C 2.19410 2.06190 -1.01730 0.0 -1.6 0.3
C -3.88550 1.92340 -3.14540 -0.1 0.0 -0.1
C -4.61450 2.73340 -4.19670 -0.2 0.2 -0.2
C 4.70830 -1.54860 -3.39970 -0.2 0.1 0.2
C -5.94270 2.10690 -4.63300 0.2 0.0 0.1
C 3.94000 3.05670 -5.24500 0.1 0.1 0.2
C 2.78740 2.97510 -1.85750 0.6 0.1 -0.6
C 3.42090 0.23710 -2.10920 -0.8 -0.1 0.7
H -1.00470 3.21730 1.13540 -0.1 -0.1 0.0
H -3.53090 -2.68510 -2.63070 0.0 0.0 -0.2
H -5.34000 0.37980 -2.99140 -0.2 -0.1 0.0
H 3.52460 -1.61780 -0.15930 0.0 -0.1 0.0
H 4.35890 -2.89050 -1.05400 0.1 -0.2 0.0
H -5.78270 1.12360 -5.06900 -0.1 -0.1 0.0
H -2.77950 3.33650 -5.20650 0.1 0.1 0.0
H -6.40320 2.73960 -5.39050 0.0 0.0 0.0
H -6.42090 -0.74480 -1.37630 -0.2 0.1 0.0
H 5.68580 -1.12200 -3.18530 0.2 0.0 0.0
H 0.55360 2.08210 2.66980 -0.2 -0.1 0.0
H -3.98380 4.67010 -3.41860 0.1 0.1 0.1
H 4.21090 5.33550 -2.67250 0.0 0.1 0.2
H -1.08980 -1.61030 3.11850 0.0 0.1 -0.1
H 6.24700 2.42570 -3.90250 0.1 -0.1 0.0
H 2.85650 3.07760 -5.34620 -0.1 0.0 0.0
H -4.92520 -2.06960 0.79270 -0.1 -0.1 0.0
H -4.91090 -0.30260 0.68110 -0.1 0.0 0.1
H -5.42790 4.72700 -4.42320 0.0 0.0 -0.1
H 4.42450 5.57730 -4.40080 0.0 0.1 -0.1
H 0.15230 1.87870 -2.08120 -0.2 0.1 0.2
H -5.52630 4.10150 -2.77550 -0.1 0.0 0.1
H 4.35800 -1.17820 -4.36150 0.0 0.1 -0.1
H -3.38880 -1.20240 0.79770 -0.1 -0.1 0.1
H -2.43880 -2.34830 -1.28750 0.0 -0.2 0.0
H 6.35530 4.11370 -4.39230 0.1 0.1 -0.1
H 1.71680 2.17300 1.04040 -0.1 0.0 -0.1
H 2.45850 -2.98580 -2.65620 0.0 -0.2 0.0
H -5.78300 -1.69020 -2.73830 -0.1 0.0 -0.1
H 4.72850 0.87550 -3.62580 0.1 -0.1 -0.2
H -1.11270 1.83630 3.19680 0.2 0.0 -0.1
H 2.07380 -1.59480 -3.68030 0.0 0.0 -0.2
H -3.81790 -3.42200 -1.05420 0.0 -0.1 0.1
H 1.07600 3.53290 0.07740 0.0 -0.1 0.1
H 1.15480 -1.32260 3.08220 0.0 0.1 -0.1
H 4.81660 -2.62780 -3.48320 0.1 -0.1 0.0
H -1.90140 1.69130 0.89020 0.1 0.2 0.1
H -6.14980 -2.48150 -1.21550 0.0 -0.1 0.1
H -2.25060 3.31330 -2.96530 0.1 0.1 -0.1
H -2.21000 -0.33250 2.60920 0.0 0.0 0.0
H -4.21930 3.40250 -6.22130 -0.1 0.1 -0.1
H -6.63910 2.02200 -3.80170 -0.1 0.0 0.1
H -1.28470 -0.17260 4.12310 0.0 0.1 -0.1
H 1.16860 0.19270 3.99480 0.0 0.0 -0.1
H 2.85450 5.07960 -3.78270 -0.1 0.0 0.0
H -0.65360 3.26990 -1.32360 0.1 -0.2 -0.1
H 6.18000 3.69910 -2.68240 0.1 0.0 0.1
H 2.53300 4.01800 -1.74380 0.0 0.2 0.0
H 1.59240 -1.60510 -1.98540 0.1 -0.2 -0.2
H -3.48970 1.84400 -5.81760 0.1 -0.1 -0.1
H 5.18330 -1.35910 -0.72400 0.1 0.0 0.0
H 1.93750 0.09870 2.37760 -0.1 0.0 0.1
H 4.37390 3.72070 -5.98960 0.1 0.1 -0.2
H 4.27890 2.04660 -5.45320 0.0 -0.1 -0.1
```
Positions in Å, forces in eV/Å.

=====

Computed, not measured: a cluster of 6 separate species, C34H55BClN2O20 in total at a distorted geometry, with ωB97M-V with the def2-TZVPD basis set.

Values from the calculation:
- Highest occupied orbital energy: -11.77 eV
- ΔE to the lowest compared entry with this formula, charge and spin: 0.000 eV
- HOMO-LUMO gap: 0.326 Eh
- Total charge: +1
- M: 858.1 g mol⁻¹

Structure (XYZ):
```
113
Properties=species:S:1:pos:R:3:forces:R:3
Cl -1.05684 0.73139 -0.42965 -0.1 0.0 0.1
O -0.56127 -0.71323 4.01327 -0.2 0.9 1.0
O -2.27427 -0.64960 8.68655 0.0 0.1 -0.2
O 6.36101 1.24834 2.94940 2.2 -0.1 0.9
O 1.30314 3.57033 -2.46282 0.1 0.4 0.1
O -0.08253 1.20897 4.99147 0.0 0.1 -0.3
O -3.28387 1.16611 7.81061 0.0 0.0 -0.1
O 1.23495 -4.47914 0.43414 -0.1 -0.1 0.0
O -0.37030 1.14468 2.76550 -0.9 0.8 1.9
O -4.12057 0.22204 9.63413 0.1 0.0 0.1
O 0.24585 0.11893 -6.28062 0.1 -0.1 0.0
O -4.24471 -5.54199 -8.41611 0.0 0.0 0.1
O -0.31906 1.71267 -7.71856 -0.1 0.0 0.0
O 0.28222 5.93180 -1.05234 0.5 0.3 -0.7
O 3.58118 3.80480 -3.00365 0.1 0.0 0.2
O -0.53277 -0.45729 -8.31104 0.0 0.2 0.0
O -3.19394 -7.53777 -8.43640 0.0 0.1 0.0
O -2.13138 -5.65847 -9.08862 0.0 0.0 -0.1
O 4.91789 1.77307 1.35198 -0.1 0.3 0.0
O 0.60457 -6.61148 0.78842 0.0 0.0 0.1
O -0.42764 -5.41044 -0.76257 0.0 0.0 0.0
N 1.76845 2.16131 -0.01003 0.1 0.1 -0.1
N 0.21619 6.04593 1.20352 0.5 -0.7 0.6
C -0.16328 -1.04642 5.35986 0.0 0.1 0.2
C 2.66087 0.18517 -0.81014 0.5 -0.1 0.5
C -0.34875 0.59653 3.83904 0.0 -0.3 1.0
C 3.66885 1.28083 -1.19141 -0.2 -0.1 -0.6
C -3.14440 0.16522 8.71186 0.0 -0.1 0.1
C 0.14679 5.36086 -0.00607 -0.2 -0.2 0.3
C -0.88978 -6.76942 -0.95401 0.0 -0.1 0.0
C -3.77350 -4.19368 -8.49390 0.0 0.0 0.0
C 4.21473 3.01053 1.48701 0.0 0.0 -0.1
C -1.46612 -3.32061 -9.15522 0.1 -0.2 0.0
C 3.85216 3.55715 0.10424 -0.1 -0.1 0.3
C 0.53677 -5.41352 0.17803 0.1 0.1 -0.1
C 0.94588 3.07784 0.81659 0.2 0.2 0.0
C -0.23364 0.37986 -7.52313 0.0 -0.1 0.0
C -0.54597 -7.37465 0.39466 0.0 0.0 0.0
C -0.33975 -1.90643 1.74446 0.3 -0.3 -0.4
C 0.57402 0.51490 7.24273 0.1 0.2 0.0
C -0.14929 3.87541 0.08050 -0.5 -0.2 0.2
C -4.80098 1.47602 9.48849 0.0 0.1 0.0
C -0.34479 0.27322 6.08192 -0.1 -0.2 0.1
C -2.34407 -6.79678 -1.33605 0.0 0.1 0.0
C 0.73521 1.34261 -5.73059 0.0 0.1 0.0
C 0.55740 3.71987 -6.66777 0.0 0.0 -0.2
C 0.44843 -1.32553 0.56766 -0.2 -0.2 -0.2
C 5.26331 1.19279 2.57221 -2.1 -0.1 -0.9
C 4.10141 0.52012 3.25256 -0.4 0.2 0.1
C -0.09757 2.38107 -6.46021 0.0 0.0 0.1
C -3.18772 -6.36552 -8.63148 0.0 -0.1 0.0
C 0.37363 0.20074 0.52508 0.9 -0.3 -1.0
C -4.50540 3.26611 7.68040 0.2 0.0 0.0
C -2.56422 -4.31744 -9.40138 -0.1 0.0 0.0
C 1.56178 0.89004 -0.09755 -0.4 -0.2 -0.1
C 2.99079 2.62205 -0.77159 0.2 0.0 -0.2
C -4.56598 1.80325 8.02520 -0.1 0.0 0.0
B 2.61251 3.38166 -2.14603 -0.1 0.0 0.2
H 4.84249 3.72895 2.02988 -0.1 0.0 -0.2
H -0.64195 -3.47680 -9.84964 0.0 0.0 0.0
H 4.36979 -0.47498 3.61192 0.1 0.2 0.0
H -4.55971 -3.55204 -8.88171 0.0 -0.1 0.0
H 0.19682 0.59382 1.53665 0.4 -0.4 -1.1
H 0.36090 1.47337 7.71333 0.0 0.0 0.0
H -1.38588 0.40506 6.37592 0.0 0.0 0.0
H -2.69692 -7.82767 -1.37216 0.0 0.0 0.0
H 1.13815 4.43384 -2.88147 -0.1 -0.4 -0.1
H 3.25053 0.47012 2.56898 0.0 -0.2 0.1
H 0.03991 -1.72872 -0.36514 0.3 0.0 0.0
H 3.30798 4.49767 0.27019 0.2 -0.1 -0.1
H -1.07289 2.49188 -5.97787 0.0 0.0 0.0
H 4.64174 1.10969 -0.74022 -0.2 0.1 0.1
H -0.30798 3.49062 -0.91904 0.0 0.0 0.0
H 0.23068 -1.84078 2.67715 -0.1 -0.3 -0.9
H -0.29034 -8.42930 0.36217 0.1 0.0 0.0
H -5.29195 1.28019 7.39750 0.0 0.0 0.0
H 0.88266 -1.36104 5.33795 0.0 0.0 0.0
H 0.42198 -0.26933 7.98352 0.0 0.0 0.0
H -0.26909 -7.20925 -1.73850 0.0 0.0 0.0
H -2.87678 -4.31440 -10.44929 0.0 0.0 0.0
H 0.59806 1.34025 -4.65187 -0.1 0.0 0.0
H -2.49654 -6.34805 -2.31598 0.0 0.0 0.0
H -2.93872 -6.24316 -0.60861 0.0 0.0 0.0
H 1.46582 3.60995 -7.26051 0.0 0.0 0.0
H -0.78608 -1.84938 5.74054 -0.1 0.0 -0.1
H -4.32606 2.20678 10.14705 0.0 0.0 0.0
H -0.55613 -2.95725 1.54701 0.0 0.1 0.0
H 3.83168 1.27190 -2.27460 -0.1 0.0 0.1
H 0.00863 5.46692 2.01002 0.0 0.1 -0.1
H -1.28518 -1.37806 1.90584 0.2 -0.1 -0.2
H 3.80181 1.14243 4.10462 0.1 -0.2 0.0
H -1.33991 -7.20612 1.12598 0.0 0.0 0.0
H 3.29892 2.86885 2.07968 0.1 -0.1 0.0
H -5.84564 1.35763 9.75929 0.0 -0.1 0.0
H 0.81413 4.15867 -5.70271 0.0 0.0 0.0
H -0.11000 4.40205 -7.19122 0.0 0.0 0.0
H -1.07878 -3.42288 -8.14148 0.0 0.1 0.0
H 4.49578 3.60185 -2.77030 -0.2 0.1 0.0
H -3.69201 3.75038 8.22162 0.0 0.0 0.0
H 1.09540 6.52845 1.35730 -0.4 0.5 -0.3
H 1.79791 1.43801 -5.97049 0.0 0.0 0.0
H 1.64780 3.77622 1.27495 -0.1 -0.1 -0.1
H 4.75916 3.83459 -0.44443 -0.1 -0.2 0.1
H 3.09562 -0.49103 -0.05920 0.0 0.0 -0.2
H 2.32308 -0.46544 -1.62212 -0.1 0.2 0.1
H -4.33922 3.40768 6.61359 0.0 0.0 0.0
H 0.52543 2.49419 1.63417 0.1 0.1 -0.3
H -1.08858 3.75314 0.63743 0.2 0.0 -0.1
H -1.83697 -2.30519 -9.28732 0.0 0.0 0.0
H 1.61889 0.51776 6.92740 0.0 -0.1 0.0
H 1.48825 -1.65905 0.63425 -0.1 0.0 0.0
H -5.44580 3.74800 7.94849 0.0 0.0 0.0
H -3.48649 -3.86582 -7.49108 0.0 0.1 0.0
```
Positions in Å, forces in eV/Å.